# 1
{"formula": "C3H10N3O", "method": "ωB97M-V/def2-TZVPD", "e_lumo_ev": -3.1578, "homo_ev": -12.663, "homo_lumo_gap_ev": 9.51, "total_charge": 1, "species": ["C", "C", "C", "N", "N", "N", "O", "H", "H", "H", "H", "H", "H", "H", "H", "H", "H"], "positions_angstrom": [[-1.32, -0.33, 0.50], [1.42, 3.05, 0.94], [1.32, 3.76, 2.00], [0.57, -0.24, -0.81], [-0.53, -0.83, -0.36], [-0.82, -3.22, -1.39], [1.46, 2.35, 0.00], [-2.17, -0.91, 0.83], [-1.16, 0.65, 0.92], [0.63, 4.58, 2.04], [1.98, 3.64, 2.84], [1.04, -0.66, -1.60], [0.81, 0.71, -0.53], [-0.69, -1.89, -0.79], [-1.00, -3.91, -0.67], [0.03, -3.50, -1.88], [-1.58, -3.25, -2.05]]}



# 2
{"formula": "C4H7NO2", "method": "ωB97M-V/def2-TZVPD", "e_lumo_ev": 0.8163, "homo_ev": -9.628, "homo_lumo_gap_ev": 10.44, "smiles": "[H]/N=C(\\C)OCC=O", "species": ["H", "N", "C", "C", "O", "C", "C", "O", "H", "H", "H", "H", "H", "H"], "positions_angstrom": [[-0.91, -0.58, -1.88], [-0.69, -0.05, -1.04], [-0.06, -0.73, -0.18], [0.36, -2.15, -0.27], [0.31, -0.13, 0.97], [-0.22, 1.24, 1.07], [0.18, 2.08, -0.08], [-0.41, 3.11, -0.26], [-0.08, -2.73, 0.55], [0.05, -2.58, -1.22], [1.44, -2.22, -0.19], [-1.31, 1.23, 1.15], [0.21, 1.66, 1.98], [1.11, 1.85, -0.61]]}



# 3
{"formula": "Cl2HO2P", "method": "ωB97M-V/def2-TZVPD", "e_lumo_ev": [-0.1511, -3.7702], "s_squared": 2.009, "spin_multiplicity": 3, "homo_ev": [-7.763, -10.058], "homo_lumo_gap_ev": [7.61, 6.29], "species": ["O", "O", "P", "Cl", "Cl", "H"], "positions_angstrom": [[-0.09, -0.59, 1.28], [-0.73, 0.31, -1.34], [0.52, 0.53, -0.17], [1.14, -0.81, 2.28], [-0.64, -1.07, -2.33], [-0.20, 1.63, 0.28]]}



# 4
{"formula": "C44H55BBrCrF3N9O6S", "method": "ωB97M-V/def2-TZVPD", "e_lumo_ev": [-0.7208, -0.8334], "s_squared": 3.778, "spin_multiplicity": 4, "homo_ev": [-7.843, -7.862], "homo_lumo_gap_ev": [7.12, 7.03], "species": ["Cr", "C", "C", "C", "C", "N", "N", "B", "N", "N", "C", "C", "C", "C", "C", "C", "C", "C", "N", "N", "C", "C", "C", "C", "C", "C", "C", "C", "C", "C", "C", "C", "H", "H", "H", "H", "H", "H", "H", "H", "H", "H", "H", "H", "H", "H", "H", "H", "H", "H", "H", "H", "H", "H", "H", "H", "H", "H", "H", "H", "H", "H", "H", "H", "H", "H", "H", "H", "H", "H", "H", "H", "C", "O", "C", "C", "C", "Br", "C", "C", "C", "O", "C", "N", "C", "C", "C", "C", "C", "C", "N", "H", "H", "H", "H", "H", "H", "H", "H", "H", "H", "H", "O", "S", "O", "O", "O", "F", "C", "F", "F", "C", "C", "C", "N", "C", "C", "H", "H", "H", "H"], "positions_angstrom": [[0.10, -0.49, -0.35], [-2.30, -2.78, -4.70], [-1.37, -1.79, -4.07], [-0.48, -0.95, -4.69], [0.15, -0.21, -3.69], [-0.34, -0.60, -2.49], [-1.29, -1.56, -2.76], [-2.11, -2.23, -1.66], [-2.77, -1.18, -0.77], [-2.09, -0.34, 0.07], [-3.04, 0.39, 0.71], [-4.30, -0.01, 0.27], [-4.10, -0.99, -0.66], [-5.13, -1.77, -1.43], [-2.93, 1.50, 1.77], [-3.57, 0.97, 3.06], [-3.77, 2.69, 1.29], [-1.51, 1.99, 2.08], [-1.24, -3.18, -0.85], [-0.11, -2.78, -0.18], [0.45, -3.92, 0.30], [-0.35, -5.01, -0.08], [-1.40, -4.51, -0.80], [-2.53, -5.26, -1.43], [1.74, -4.14, 1.07], [2.88, -4.21, 0.04], [1.69, -5.50, 1.79], [1.96, -3.08, 2.15], [1.21, 0.81, -4.10], [0.68, 1.58, -5.33], [2.47, 0.04, -4.53], [1.59, 1.86, -3.05], [-2.23, -2.70, -5.78], [-2.05, -3.81, -4.41], [-3.34, -2.60, -4.41], [-0.31, -0.88, -5.75], [-2.98, -2.87, -2.18], [-5.26, 0.37, 0.60], [-6.12, -1.41, -1.14], [-5.01, -1.64, -2.50], [-5.06, -2.83, -1.21], [-4.58, 0.60, 2.90], [-2.97, 0.15, 3.48], [-3.61, 1.77, 3.80], [-4.84, 2.45, 1.23], [-3.66, 3.52, 1.99], [-3.45, 3.03, 0.30], [-0.78, 1.37, 1.59], [-1.37, 3.02, 1.74], [-1.31, 1.96, 3.15], [-0.18, -6.05, 0.15], [-2.43, -6.31, -1.18], [-3.50, -4.91, -1.08], [-2.51, -5.16, -2.52], [2.76, -5.09, -0.59], [2.90, -3.34, -0.60], [3.85, -4.28, 0.55], [1.69, -6.34, 1.09], [2.57, -5.59, 2.43], [0.80, -5.58, 2.42], [1.64, -2.11, 1.79], [1.39, -3.32, 3.04], [3.02, -3.03, 2.42], [0.70, 0.98, -6.24], [-0.35, 1.92, -5.17], [1.30, 2.46, -5.50], [2.23, -0.69, -5.32], [3.22, 0.73, -4.92], [2.92, -0.50, -3.70], [0.78, 2.57, -2.90], [1.88, 1.41, -2.11], [2.46, 2.41, -3.42], [-1.35, -2.86, 2.77], [-0.58, -1.76, 2.33], [0.02, -0.98, 3.25], [-0.21, -1.08, 4.60], [0.39, -0.14, 5.44], [0.07, -0.26, 7.31], [1.18, 0.86, 4.94], [1.43, 0.94, 3.56], [0.88, 0.00, 2.70], [1.11, 0.03, 1.36], [2.25, 2.08, 3.09], [2.47, 3.14, 3.83], [3.24, 3.98, 3.04], [3.76, 5.25, 3.31], [4.51, 5.86, 2.33], [4.74, 5.25, 1.08], [4.24, 4.00, 0.79], [3.48, 3.39, 1.80], [2.83, 2.17, 1.86], [-2.16, -2.55, 3.43], [-0.72, -3.59, 3.30], [-1.76, -3.33, 1.88], [-0.84, -1.85, 5.02], [1.62, 1.61, 5.58], [2.70, -0.47, 1.34], [3.59, 5.72, 4.27], [4.93, 6.84, 2.51], [5.34, 5.77, 0.34], [4.41, 3.49, -0.15], [2.88, 1.50, 1.11], [4.33, -0.90, -1.39], [3.33, -0.23, -0.62], [3.34, 1.22, -0.62], [1.95, -0.75, -0.97], [3.55, -0.68, 0.88], [-0.56, 6.45, -0.23], [-0.83, 5.74, -1.33], [-2.10, 5.98, -1.69], [-0.03, 6.17, -2.32], [-0.61, 4.27, -1.09], [0.46, 3.85, -0.31], [0.63, 2.49, -0.12], [-0.17, 1.57, -0.65], [-1.19, 1.99, -1.42], [-1.45, 3.32, -1.65], [1.14, 4.55, 0.14], [1.45, 2.12, 0.48], [-1.82, 1.23, -1.86], [-2.29, 3.61, -2.26]]}



# 5
{"formula": "C52H41N6O3PS2Ti", "method": "ωB97M-V/def2-TZVPD", "e_lumo_ev": [3.8966, 3.8957], "s_squared": 2.026, "spin_multiplicity": 3, "homo_ev": [0.590, -1.667], "homo_lumo_gap_ev": [3.31, 5.56], "total_charge": -2, "species": ["Ti", "O", "C", "N", "C", "C", "C", "C", "C", "C", "N", "C", "O", "C", "C", "C", "C", "C", "N", "C", "C", "C", "C", "C", "N", "H", "H", "H", "H", "H", "H", "H", "H", "H", "H", "H", "H", "C", "C", "N", "N", "C", "S", "S", "C", "C", "C", "C", "C", "C", "C", "C", "C", "C", "C", "C", "C", "O", "H", "H", "H", "H", "H", "H", "H", "H", "H", "H", "H", "H", "H", "H", "C", "C", "C", "C", "C", "C", "P", "C", "C", "C", "C", "C", "C", "C", "C", "C", "C", "C", "C", "H", "H", "H", "H", "H", "H", "H", "H", "H", "H", "H", "H", "H", "H", "H"], "positions_angstrom": [[-1.77, -0.60, 1.70], [2.11, -2.49, 2.56], [1.19, -1.66, 2.49], [-0.09, -1.87, 2.13], [-0.57, -3.22, 2.18], [0.19, -4.36, 1.94], [-0.35, -5.63, 2.16], [-1.64, -5.75, 2.63], [-2.44, -4.63, 2.83], [-1.93, -3.35, 2.58], [-2.65, -2.17, 2.59], [-3.94, -2.05, 3.10], [-4.42, -2.79, 3.98], [-4.65, -0.96, 2.47], [-6.01, -0.72, 2.72], [-6.72, 0.15, 1.93], [-6.04, 0.78, 0.84], [-4.70, 0.54, 0.68], [-3.96, -0.26, 1.47], [1.56, -0.28, 3.00], [2.64, -0.22, 3.89], [3.03, 1.01, 4.39], [2.36, 2.14, 3.98], [1.31, 1.99, 3.09], [0.90, 0.81, 2.62], [1.20, -4.25, 1.58], [0.26, -6.51, 1.97], [-2.06, -6.73, 2.82], [-3.46, -4.71, 3.18], [-6.46, -1.27, 3.54], [-7.78, 0.33, 2.12], [-6.55, 1.45, 0.16], [-4.16, 1.03, -0.12], [3.15, -1.14, 4.14], [3.86, 1.08, 5.09], [2.63, 3.13, 4.33], [0.76, 2.86, 2.75], [-2.28, 3.33, -0.30], [-1.88, 2.27, 0.70], [-1.68, 1.03, 0.34], [-1.91, 0.87, -1.03], [-2.11, -0.33, -1.45], [-2.03, -1.80, -0.60], [-2.82, -0.20, -3.11], [-1.95, -1.37, -4.16], [-1.02, -0.71, -5.16], [-1.39, 0.47, -5.81], [-0.57, 1.04, -6.78], [0.65, 0.46, -7.10], [1.03, -0.71, -6.46], [0.20, -1.29, -5.51], [-1.83, 2.73, 2.10], [-1.75, 4.12, 2.35], [-1.74, 4.66, 3.61], [-1.84, 3.81, 4.72], [-1.93, 2.45, 4.53], [-1.90, 1.89, 3.24], [-1.92, 0.60, 3.14], [-2.52, 2.89, -1.25], [-1.48, 4.05, -0.46], [-3.15, 3.88, 0.09], [-2.70, -1.93, -4.72], [-1.43, -2.10, -3.53], [-2.32, 0.95, -5.54], [-0.88, 1.96, -7.27], [1.29, 0.92, -7.84], [1.98, -1.17, -6.69], [0.51, -2.19, -5.02], [-1.67, 4.80, 1.51], [-1.66, 5.73, 3.74], [-1.85, 4.22, 5.73], [-2.00, 1.76, 5.36], [6.80, 1.49, -0.29], [6.28, 0.90, -1.44], [4.97, 0.46, -1.46], [4.15, 0.59, -0.34], [4.67, 1.18, 0.80], [5.99, 1.63, 0.83], [2.37, 0.11, -0.30], [1.75, 1.24, -1.59], [1.55, 0.89, -2.93], [1.12, 1.84, -3.85], [0.90, 3.15, -3.45], [1.09, 3.50, -2.12], [1.49, 2.55, -1.19], [2.41, -1.56, -1.03], [3.50, -2.41, -0.78], [3.40, -3.77, -1.01], [2.21, -4.32, -1.45], [1.12, -3.49, -1.67], [1.22, -2.12, -1.49], [7.82, 1.83, -0.27], [6.91, 0.78, -2.32], [4.57, 0.00, -2.36], [4.05, 1.29, 1.68], [6.38, 2.09, 1.73], [1.72, -0.13, -3.25], [0.96, 1.54, -4.88], [0.56, 3.89, -4.17], [0.89, 4.52, -1.79], [1.60, 2.82, -0.14], [4.42, -2.01, -0.37], [4.25, -4.41, -0.80], [2.11, -5.40, -1.58], [0.16, -3.91, -1.94], [0.34, -1.50, -1.61]]}



Repeat the second record exactly.
{"formula": "C4H7NO2", "method": "ωB97M-V/def2-TZVPD", "e_lumo_ev": 0.8163, "homo_ev": -9.628, "homo_lumo_gap_ev": 10.44, "smiles": "[H]/N=C(\\C)OCC=O", "species": ["H", "N", "C", "C", "O", "C", "C", "O", "H", "H", "H", "H", "H", "H"], "positions_angstrom": [[-0.91, -0.58, -1.88], [-0.69, -0.05, -1.04], [-0.06, -0.73, -0.18], [0.36, -2.15, -0.27], [0.31, -0.13, 0.97], [-0.22, 1.24, 1.07], [0.18, 2.08, -0.08], [-0.41, 3.11, -0.26], [-0.08, -2.73, 0.55], [0.05, -2.58, -1.22], [1.44, -2.22, -0.19], [-1.31, 1.23, 1.15], [0.21, 1.66, 1.98], [1.11, 1.85, -0.61]]}



Please write out number 1 again, unchanged.
{"formula": "C3H10N3O", "method": "ωB97M-V/def2-TZVPD", "e_lumo_ev": -3.1578, "homo_ev": -12.663, "homo_lumo_gap_ev": 9.51, "total_charge": 1, "species": ["C", "C", "C", "N", "N", "N", "O", "H", "H", "H", "H", "H", "H", "H", "H", "H", "H"], "positions_angstrom": [[-1.32, -0.33, 0.50], [1.42, 3.05, 0.94], [1.32, 3.76, 2.00], [0.57, -0.24, -0.81], [-0.53, -0.83, -0.36], [-0.82, -3.22, -1.39], [1.46, 2.35, 0.00], [-2.17, -0.91, 0.83], [-1.16, 0.65, 0.92], [0.63, 4.58, 2.04], [1.98, 3.64, 2.84], [1.04, -0.66, -1.60], [0.81, 0.71, -0.53], [-0.69, -1.89, -0.79], [-1.00, -3.91, -0.67], [0.03, -3.50, -1.88], [-1.58, -3.25, -2.05]]}